Entry 1:
Here is C6H10O3 as an isolated structure at a distorted geometry from the Open Molecules 2025 dataset. Energies are from wB97M-V/def2-TZVPD.

XYZ file:
```
19
C6H10O3, DFT wB97M-V/def2-TZVPD
C 0.12564 -0.46279 0.33513
C -0.01995 -0.30396 1.84382
C 1.57242 -0.75877 -0.07581
C -0.74842 -1.50267 -0.21648
C -0.44892 0.77800 -0.51189
C 0.30312 1.77371 -1.06808
O -0.90231 -0.62750 -1.65707
O -1.67750 1.09449 0.04577
O -1.38497 -2.44448 0.03399
H -1.77795 -0.63285 -2.07312
H -1.96451 1.92578 -0.35441
H -1.05633 -0.14445 2.13090
H 1.66186 -0.91973 -1.14798
H 0.34742 -1.19170 2.35778
H 0.56010 0.57215 2.13746
H 2.16760 0.11626 0.18822
H 1.93773 -1.64509 0.44251
H 0.06434 2.80547 -0.85744
H 1.24063 1.56812 -1.55330
```

The value obtained for the LUMO energy is 0.65 eV. The calculation puts the energy relative to the best compared isomer or geometry (same formula, charge and spin) at 71.19 kcal per mole. The calculation puts the largest force on an atom at 3.60 eV/Å. Its net charge is 0. For the HOMO-LUMO gap, the calculation gives 8.13 eV. As for the spin multiplicity: 1. The HOMO energy comes out at -7.49 eV.

---

Entry 2:
Here is C21H54InN10O6 as an isolated structure at a distorted geometry from the Open Molecules 2025 dataset. Energies are from wB97M-V/def2-TZVPD.

XYZ file:
```
92
C21H54InN10O6, DFT wB97M-V/def2-TZVPD
C 0.48439 -0.98634 -2.56378
C 0.87229 0.10304 -1.39262
C -0.44516 0.48079 -0.48899
C -0.12250 1.41120 0.82878
C 1.40949 2.01103 0.74773
C 1.75590 3.07079 1.96730
C 2.00750 4.58053 1.33540
C 3.36138 4.57672 0.38129
C 3.08620 5.25406 -1.11376
C 2.86947 4.09297 -2.29801
C 1.27891 4.24703 -2.75640
C 0.96284 3.63475 -4.25163
C -0.14030 4.60965 -5.04199
In -2.23322 4.50846 -4.18476
C -2.68320 6.01658 -2.55891
C -1.22896 6.23178 -1.54387
C -1.24137 7.67518 -0.59380
O -0.30832 7.42231 -1.93069
H 0.37097 -2.05611 -2.10232
H -0.55605 -0.68966 -3.05503
H 1.32147 -1.00033 -3.41167
H 1.78290 -0.31074 -0.75810
H 1.28101 1.07297 -1.94517
H -0.92204 -0.53107 -0.09004
H -1.27164 1.00771 -1.14729
H -0.26521 0.82528 1.85723
H -0.85156 2.34680 0.76383
H 1.52796 2.57364 -0.27629
H 2.24663 1.17356 0.79088
H 2.67131 2.69948 2.61218
H 0.80883 3.07605 2.69411
H 2.20116 5.31112 2.24419
H 1.03439 4.91485 0.75604
H 4.27243 5.13066 0.90023
H 3.72606 3.46742 0.20226
H 3.94751 6.01042 -1.37985
H 2.09901 5.90974 -0.96967
H 3.57946 4.26961 -3.21480
H 3.07325 3.03613 -1.83540
H 0.62561 3.73929 -1.92947
H 1.10215 5.42346 -2.84606
H 1.98976 3.69750 -4.85159
H 0.65339 2.50464 -4.25448
H -0.19635 4.16125 -6.14712
H 0.25940 5.72237 -5.17104
H -2.63654 2.84330 -3.62457
H -3.36851 4.89410 -5.56846
H -2.93446 7.09958 -2.92307
H -3.43538 5.57155 -1.77602
H -0.73512 5.19670 -1.03067
H -0.35533 8.36535 -0.33109
H -0.99066 6.95581 0.32861
C -3.59856 0.87088 2.38673
O -3.53725 2.08504 2.27458
N -3.79970 0.25881 3.56771
N -3.47057 0.03628 1.33950
H -3.85326 -0.73946 3.68005
H -3.90139 0.85076 4.38172
H -3.31777 0.45621 0.43192
H -3.51811 -0.96600 1.41208
C -1.48587 -1.91421 5.31904
O -2.30335 -1.31897 6.00312
N -0.42867 -1.30407 4.75350
N -1.56894 -3.23349 5.06957
H 0.25506 -1.77720 4.18719
H -0.32880 -0.31070 4.91655
H -2.35015 -3.73088 5.47664
H -0.90563 -3.74104 4.50877
C -1.01855 -6.71700 5.59541
O -1.42847 -5.62861 5.22404
N -1.04737 -7.81076 4.81269
N -0.50127 -6.92009 6.82049
H -0.71447 -8.71536 5.10063
H -1.42907 -7.70124 3.88228
H -0.46117 -6.12251 7.44149
H -0.15874 -7.80885 7.14432
C 1.43020 -3.22393 -5.90586
O 1.81800 -2.51137 -4.99349
N 0.24320 -3.04606 -6.51346
N 2.15507 -4.25069 -6.38540
H -0.09336 -3.62223 -7.26631
H -0.33370 -2.28371 -6.18278
H 3.05526 -4.41925 -5.95571
H 1.85257 -4.84847 -7.13589
C 0.02913 -10.15349 2.48441
O -0.78834 -9.55825 3.16848
N 1.08634 -9.54335 1.91886
N -0.05394 -11.47277 2.23494
H 1.77007 -10.01648 1.35255
H 1.18621 -8.54998 2.08191
H -0.83515 -11.97016 2.64200
H 0.60938 -11.98032 1.67414
```

The value obtained for the LUMO energy is 1.08 eV. The calculation puts the largest force on an atom at 6.40 eV/Å. Its net charge is -1. For the HOMO-LUMO gap, the calculation gives 5.49 eV. As for the spin multiplicity: 1. The HOMO energy comes out at -4.41 eV.

---

Entry 3:
Here is a 3-piece molecular cluster, C32H28BO5 overall from the Open Molecules 2025 dataset. Energies are from wB97M-V/def2-TZVPD.

XYZ file:
```
66
C32H28BO5, DFT wB97M-V/def2-TZVPD
B -0.40828 3.10169 6.19352
C 1.14851 2.58508 6.01920
O 2.01353 3.35912 5.12102
C 2.05749 4.71622 5.48583
C 3.22992 5.37834 4.77643
C 2.89022 5.89582 3.37543
H -1.16748 2.13173 6.10226
H -0.58151 3.65213 7.29189
H -0.69731 3.90905 5.29730
H 1.19263 1.56915 5.61172
H 1.70644 2.56083 6.97324
H 2.13473 4.80452 6.58027
H 1.10968 5.19919 5.21141
H 3.61617 6.18651 5.40521
H 4.02831 4.63306 4.70982
H 2.56886 6.93942 3.39563
H 2.07336 5.30977 2.94664
H 3.73982 5.82596 2.69086
C 3.73463 2.23626 2.35009
C 4.54434 2.02027 1.24217
C 4.31154 0.93790 0.41039
C 3.26991 0.06149 0.69081
C 2.46190 0.27534 1.81550
C 2.69429 1.36943 2.64187
C 1.35210 -0.66141 2.15137
O 0.64167 -0.50718 3.11497
C 1.13950 -1.83153 1.23297
C 0.12056 -2.72906 1.52890
C -0.11830 -3.80377 0.69068
C 0.65807 -3.98709 -0.44896
C 1.68140 -3.10347 -0.74060
C 1.92658 -2.02231 0.09989
C 3.03679 -1.07766 -0.23680
O 3.70783 -1.24517 -1.23506
H 3.89202 3.08496 3.00222
H 5.35560 2.70338 1.02277
H 4.91994 0.75309 -0.46456
H 2.06380 1.56825 3.49741
H -0.47304 -2.55256 2.41615
H -0.92158 -4.49386 0.91588
H 0.45542 -4.81619 -1.11507
H 2.29401 -3.22410 -1.62401
C -4.08053 -3.49359 -8.35526
C -5.36762 -3.57030 -7.83367
C -5.60582 -3.21693 -6.51719
C -4.55679 -2.78710 -5.71296
C -3.26604 -2.71423 -6.23452
C -3.03273 -3.06691 -7.55855
C -2.11157 -2.26720 -5.39428
O -0.99525 -2.19578 -5.85945
C -2.39455 -1.92051 -3.97259
C -1.34013 -1.52930 -3.15621
C -1.57737 -1.19966 -1.83278
C -2.86655 -1.25559 -1.31674
C -3.92132 -1.64424 -2.12522
C -3.69134 -1.97971 -3.45419
C -4.84549 -2.40361 -4.29609
O -5.97544 -2.44087 -3.85965
H -3.89708 -3.76793 -9.38606
H -6.18533 -3.90635 -8.45811
H -6.59734 -3.26321 -6.08781
H -2.02236 -2.99857 -7.93825
H -0.34365 -1.49297 -3.57528
H -0.75343 -0.90659 -1.19358
H -3.04315 -0.99598 -0.28113
H -4.93321 -1.69547 -1.74710
```

The value obtained for the LUMO energy is 0.29 eV. The calculation puts the largest force on an atom at 0.31 eV/Å. Its net charge is -1. For the HOMO-LUMO gap, the calculation gives 4.82 eV. As for the spin multiplicity: 1. The HOMO energy comes out at -4.53 eV.

---

Entry 4:
Here is C3H4N2O as an isolated structure from the Open Molecules 2025 dataset. Energies are from wB97M-V/def2-TZVPD.

XYZ file:
```
10
C3H4N2O, DFT wB97M-V/def2-TZVPD
O -1.75976 -1.03913 -0.01691
C -0.58638 -0.35492 -0.10578
C -0.35486 1.00363 -0.36073
N 0.92260 1.30386 -0.10982
C 1.48025 0.15795 0.30411
N 0.66117 -0.90625 0.39339
H -2.12441 -0.90550 0.86843
H -1.07130 1.73068 -0.72309
H 2.53939 0.06758 0.51313
H 0.21944 -1.05727 -0.79439
```

The value obtained for the LUMO energy is 0.37 eV. The calculation puts the energy relative to the best compared isomer or geometry (same formula, charge and spin) at 69.06 kcal per mole. The calculation puts the largest force on an atom at 0.38 eV/Å. Its net charge is 0. For the HOMO-LUMO gap, the calculation gives 9.99 eV. As for the spin multiplicity: 1. The HOMO energy comes out at -9.62 eV.

---

Entry 5:
Here is C29H59O28V as an isolated structure at a distorted geometry from the Open Molecules 2025 dataset. Energies are from wB97M-V/def2-TZVPD.

XYZ file:
```
117
C29H59O28V, DFT wB97M-V/def2-TZVPD
V 18.61598 -3.00009 -4.13829
C 13.90359 -2.42748 -4.14939
C 15.26930 -1.70115 -3.88168
O 16.50227 -2.41733 -3.95737
H 13.89936 -3.15992 -4.95661
H 13.13186 -1.69673 -4.39132
H 13.69637 -3.12053 -3.33402
H 15.28994 -1.25178 -2.88884
H 15.30670 -0.92441 -4.64548
C 13.07456 -0.98900 0.00812
O 13.80353 -0.31386 1.08652
C 14.44056 -1.07034 1.98552
O 14.52601 -2.29905 2.03310
O 14.91155 -0.26557 2.89135
C 15.09881 -0.67601 4.25774
H 12.25415 -1.62944 0.33192
H 13.71899 -1.58224 -0.64064
H 12.56169 -0.30461 -0.66766
H 15.42132 0.08321 4.97025
H 15.80677 -1.49418 4.38994
H 14.11598 -0.95495 4.63764
C 16.18997 -4.57384 -7.57241
O 17.38252 -4.28365 -8.24220
C 18.36415 -3.56975 -7.63050
O 18.37802 -3.16765 -6.44975
O 19.29537 -3.53003 -8.60164
C 20.63608 -3.01453 -8.28408
H 15.93000 -3.89476 -6.76039
H 16.06519 -5.56954 -7.14684
H 15.40173 -4.45189 -8.31531
H 21.20480 -2.85509 -9.20018
H 21.31414 -3.71098 -7.79082
H 20.71072 -2.02548 -7.83208
C 12.83786 1.32021 -3.56382
O 11.65385 1.97226 -3.25750
C 10.60678 1.94270 -4.11074
O 10.62151 1.43008 -5.18982
O 9.45044 2.32122 -3.43053
C 8.15346 2.05466 -4.03160
H 13.06764 1.33437 -4.62923
H 12.72377 0.25521 -3.36169
H 13.74563 1.69881 -3.09404
H 8.05877 2.26949 -5.09601
H 7.32114 2.67237 -3.69430
H 7.86246 1.00812 -3.94117
C 16.25475 -3.69773 -0.82042
O 17.45115 -4.19956 -0.11344
C 18.54824 -4.44583 -0.87936
O 18.56567 -4.18558 -2.12337
O 19.58548 -4.87433 -0.05246
C 20.88356 -4.99703 -0.65356
H 15.95720 -4.31674 -1.66681
H 16.32605 -2.68664 -1.22132
H 15.40847 -3.65838 -0.13458
H 20.82477 -5.32139 -1.69252
H 21.63877 -5.54784 -0.09289
H 21.32883 -4.00890 -0.76943
C 21.50873 0.89998 -4.68717
O 20.60331 0.71134 -5.83451
C 19.46407 0.13824 -5.66778
O 19.17734 -0.68705 -4.70846
O 18.60844 0.57669 -6.71891
C 17.43578 -0.12856 -7.02735
H 22.51162 1.11657 -5.05515
H 21.53412 0.09133 -3.95673
H 21.18527 1.77041 -4.11637
H 16.92124 0.31129 -7.88168
H 16.82395 -0.09088 -6.12605
H 17.75347 -1.13505 -7.29965
C 12.42921 -7.25131 -1.91221
O 12.62599 -6.70779 -3.19600
C 11.76733 -5.64207 -3.64442
O 11.34605 -4.71193 -2.98549
O 11.65091 -5.78706 -4.92932
C 11.09690 -4.72151 -5.58872
H 11.45301 -7.72832 -1.82490
H 12.43100 -6.43604 -1.18871
H 13.12655 -7.95459 -1.45701
H 10.32096 -5.08010 -6.26506
H 11.85416 -4.16705 -6.14301
H 10.61639 -3.97677 -4.95423
C 19.63603 -6.68513 -6.94478
O 18.51512 -7.05361 -6.26638
C 17.88372 -6.33762 -5.36311
O 18.29847 -5.25572 -4.87538
O 16.73032 -6.94832 -5.00846
C 15.79718 -6.25342 -4.14050
H 20.39657 -7.43570 -6.72959
H 20.07228 -5.70792 -6.73778
H 19.49570 -6.66101 -8.02545
H 15.41770 -5.27622 -4.43913
H 16.20575 -6.05891 -3.14886
H 14.91472 -6.88857 -4.21761
C 13.39141 -0.12842 -7.87454
O 12.41540 -1.21483 -7.68360
C 11.83861 -1.81501 -8.71533
O 11.95074 -1.48237 -9.87815
O 11.08840 -2.88819 -8.25171
C 10.51660 -3.85228 -9.14295
H 12.89822 0.84147 -7.93922
H 13.90653 -0.28936 -8.82157
H 14.17366 -0.21499 -7.12043
H 9.90303 -4.39428 -8.42330
H 11.36507 -4.44553 -9.48390
H 9.93274 -3.38633 -9.93672
C 10.38098 -1.75188 -3.23836
O 10.02678 -1.13937 -2.03151
C 8.71355 -0.79957 -1.85078
O 7.80466 -0.96235 -2.67769
O 8.69632 -0.23515 -0.55061
C 7.52930 0.26316 0.06959
H 11.45218 -1.93415 -3.32458
H 10.08235 -1.20537 -4.13292
H 9.79517 -2.67096 -3.25244
H 7.76086 0.83181 0.97022
H 6.88034 -0.52595 0.44940
H 7.01342 0.86851 -0.67573
```

The value obtained for the LUMO energy (spin up / spin down) is 0.57 / 0.50 eV. The calculation puts the largest force on an atom at 5.51 eV/Å. Its net charge is 0. For the HOMO-LUMO gap (spin up / spin down), the calculation gives 4.31 / 7.72 eV. As for the spin multiplicity: 5. The HOMO energy (spin up / spin down) comes out at -3.74 / -7.22 eV.

---

Please write out number 3 again, unchanged.
Here is a 3-piece molecular cluster, C32H28BO5 overall from the Open Molecules 2025 dataset. Energies are from wB97M-V/def2-TZVPD.

XYZ file:
```
66
C32H28BO5, DFT wB97M-V/def2-TZVPD
B -0.40828 3.10169 6.19352
C 1.14851 2.58508 6.01920
O 2.01353 3.35912 5.12102
C 2.05749 4.71622 5.48583
C 3.22992 5.37834 4.77643
C 2.89022 5.89582 3.37543
H -1.16748 2.13173 6.10226
H -0.58151 3.65213 7.29189
H -0.69731 3.90905 5.29730
H 1.19263 1.56915 5.61172
H 1.70644 2.56083 6.97324
H 2.13473 4.80452 6.58027
H 1.10968 5.19919 5.21141
H 3.61617 6.18651 5.40521
H 4.02831 4.63306 4.70982
H 2.56886 6.93942 3.39563
H 2.07336 5.30977 2.94664
H 3.73982 5.82596 2.69086
C 3.73463 2.23626 2.35009
C 4.54434 2.02027 1.24217
C 4.31154 0.93790 0.41039
C 3.26991 0.06149 0.69081
C 2.46190 0.27534 1.81550
C 2.69429 1.36943 2.64187
C 1.35210 -0.66141 2.15137
O 0.64167 -0.50718 3.11497
C 1.13950 -1.83153 1.23297
C 0.12056 -2.72906 1.52890
C -0.11830 -3.80377 0.69068
C 0.65807 -3.98709 -0.44896
C 1.68140 -3.10347 -0.74060
C 1.92658 -2.02231 0.09989
C 3.03679 -1.07766 -0.23680
O 3.70783 -1.24517 -1.23506
H 3.89202 3.08496 3.00222
H 5.35560 2.70338 1.02277
H 4.91994 0.75309 -0.46456
H 2.06380 1.56825 3.49741
H -0.47304 -2.55256 2.41615
H -0.92158 -4.49386 0.91588
H 0.45542 -4.81619 -1.11507
H 2.29401 -3.22410 -1.62401
C -4.08053 -3.49359 -8.35526
C -5.36762 -3.57030 -7.83367
C -5.60582 -3.21693 -6.51719
C -4.55679 -2.78710 -5.71296
C -3.26604 -2.71423 -6.23452
C -3.03273 -3.06691 -7.55855
C -2.11157 -2.26720 -5.39428
O -0.99525 -2.19578 -5.85945
C -2.39455 -1.92051 -3.97259
C -1.34013 -1.52930 -3.15621
C -1.57737 -1.19966 -1.83278
C -2.86655 -1.25559 -1.31674
C -3.92132 -1.64424 -2.12522
C -3.69134 -1.97971 -3.45419
C -4.84549 -2.40361 -4.29609
O -5.97544 -2.44087 -3.85965
H -3.89708 -3.76793 -9.38606
H -6.18533 -3.90635 -8.45811
H -6.59734 -3.26321 -6.08781
H -2.02236 -2.99857 -7.93825
H -0.34365 -1.49297 -3.57528
H -0.75343 -0.90659 -1.19358
H -3.04315 -0.99598 -0.28113
H -4.93321 -1.69547 -1.74710
```

The value obtained for the LUMO energy is 0.29 eV. The calculation puts the largest force on an atom at 0.31 eV/Å. Its net charge is -1. For the HOMO-LUMO gap, the calculation gives 4.82 eV. As for the spin multiplicity: 1. The HOMO energy comes out at -4.53 eV.